Entry 1:
22
Properties=species:S:1:pos:R:3:nbo_charge:R:1 method="wB97M-V/def2-TZVPD" e_tot_ha=-329.5290 orbital_gap_ev=10.886 e_lumo_ev=-3.376 charge=+1
C -0.6546 -0.7297 -1.3947 -0.074
C 0.6347 -0.9540 -1.3394 -0.284
C -0.8261 -0.0057 -0.0386 -0.071
C 0.8319 -0.2014 -0.0979 0.165
C -1.3286 1.3714 -0.1504 -0.669
C -1.6517 -0.8926 0.8476 -0.623
C 1.5942 -0.7453 1.0892 -0.669
N 1.4076 1.2414 -0.4592 -0.728
H -1.4378 -1.0609 -2.1739 0.240
H 1.3686 -1.3829 -1.9147 0.228
H -2.3288 1.3484 0.1406 0.258
H -1.4154 1.7680 -1.2404 0.231
H -0.8435 2.0970 0.5503 0.214
H -1.5043 -0.7398 1.9002 0.227
H -1.2201 -1.9018 0.7950 0.224
H -2.6664 -0.9279 0.6226 0.240
H 1.4346 -0.1304 1.9273 0.229
H 2.7073 -0.9307 0.7126 0.233
H 1.2106 -1.7498 1.4636 0.276
H 1.4608 1.6663 0.4796 0.431
H 0.7408 1.7689 -0.9328 0.451
H 2.4861 1.0916 -0.7866 0.470

=====

Entry 2:
65
Properties=species:S:1:pos:R:3:nbo_charge:R:1 method="wB97M-V/def2-TZVPD" s_squared=2.0055 e_tot_ha=-2853.6581 orbital_gap_ev="9.522 / 8.690" spin_multiplicity=3 e_lumo_ev="-5.238 / -6.394" charge=+2
Ni -0.6930 0.1124 0.0372 1.345
C -3.0921 -1.4036 -0.6454 -0.229
C -2.4867 -2.0546 0.5778 -0.244
N -1.8362 -1.0775 1.4227 -0.692
C -2.7465 -0.2817 2.3110 -0.278
C -2.9235 1.0807 1.7037 0.236
C -3.9469 1.8550 2.2299 -0.239
C -3.9669 3.1328 1.6805 -0.101
C -3.1819 3.4875 0.5785 -0.245
C -2.2294 2.5681 0.1165 0.235
C -1.1935 2.9558 -0.9303 -0.266
N -0.5603 1.7315 -1.4960 -0.690
C -1.2044 1.1857 -2.7157 -0.238
C -2.3220 0.2070 -2.3760 -0.246
N -1.9291 -0.8185 -1.3722 -0.704
N -2.1343 1.4249 0.7243 -0.594
H -3.7414 -0.6022 -0.2346 0.209
H -3.6437 -2.0087 -1.3086 0.233
H -1.7862 -2.8404 0.2462 0.217
H -3.2687 -2.6400 1.0962 0.226
H -1.2219 -1.5533 2.0386 0.415
H -2.3420 -0.2027 3.3379 0.248
H -3.7365 -0.6560 2.4362 0.234
H -4.3423 1.6254 3.2203 0.255
H -4.6923 3.8471 2.1339 0.253
H -3.3570 4.5094 0.2030 0.258
H -0.4609 3.6098 -0.5146 0.246
H -1.7535 3.4719 -1.6741 0.226
H 0.4285 1.9014 -1.6925 0.408
H -0.4417 0.5838 -3.2507 0.210
H -1.5197 1.9046 -3.4473 0.231
H -2.7204 -0.2173 -3.3372 0.234
H -3.1311 0.8129 -1.9704 0.210
H -1.4000 -1.5623 -1.8408 0.405
C 3.4165 -2.4158 1.1143 -0.628
C 2.3983 -1.3576 1.4974 -0.447
C 1.2426 -2.0271 2.2596 -0.627
P 1.7932 -0.3525 -0.0492 0.752
C 2.6861 1.2503 -0.0219 -0.539
C 1.9993 2.2513 0.9908 -0.604
C 4.1942 1.2114 0.2333 -0.627
C 2.0728 -1.2871 -1.6320 -0.501
C 3.5072 -1.6751 -2.1825 -0.620
C 1.1557 -2.5085 -1.5463 -0.628
H 3.9200 -2.6599 2.0404 0.239
H 4.1601 -2.1198 0.3550 0.226
H 2.9492 -3.3167 0.8315 0.209
H 2.9141 -0.5711 2.0533 0.233
H 0.8067 -2.6744 1.4590 0.207
H 0.6224 -1.2821 2.7117 0.200
H 1.7602 -2.6644 3.0928 0.254
H 2.5772 1.6861 -1.0842 0.227
H 1.8411 1.7597 1.9492 0.213
H 1.0029 2.5807 0.7096 0.189
H 2.6715 3.0903 1.1402 0.248
H 4.6503 2.0135 -0.2942 0.239
H 4.6496 0.2417 -0.1829 0.216
H 4.5170 1.3140 1.3050 0.234
H 1.6607 -0.5773 -2.3109 0.214
H 3.4718 -1.7744 -3.2873 0.239
H 3.7782 -2.6600 -1.8460 0.225
H 4.3131 -1.0035 -2.0147 0.229
H 1.6896 -3.2704 -1.0516 0.230
H 0.9491 -2.8427 -2.5539 0.239
H 0.2070 -2.4474 -0.9737 0.190

=====

Entry 3:
8
Properties=species:S:1:pos:R:3:nbo_charge:R:1 method="wB97M-V/def2-TZVPD" e_tot_ha=-734.4697 orbital_gap_ev=9.476 e_lumo_ev=-0.429 charge=0
N -1.3844 0.2269 0.2072 -1.074
N 1.2850 -0.7932 0.2019 0.390
O 2.3621 -0.9299 0.7087 -0.344
O 0.7899 -1.3933 -0.7182 -0.367
O 0.4532 1.5014 -0.8496 -0.878
S 0.2105 0.9360 0.4499 1.431
H -1.4625 -0.0235 -0.7755 0.415
H -2.2539 0.4756 0.7756 0.427

=====

Entry 4:
14
Properties=species:S:1:pos:R:3:nbo_charge:R:1 method="wB97M-V/def2-TZVPD" e_tot_ha=-1168.6920 orbital_gap_ev="7.769 / 7.768" e_lumo_ev="-1.750 / -1.750" charge=0
C 1.1592 0.3828 -0.8081 -0.635
C -0.9830 1.5027 -0.0565 -0.589
C -0.0093 0.3178 0.1745 0.073
N 0.1585 -2.5239 0.5158 -0.311
O -0.7942 -0.7697 0.0373 -0.422
Cl 0.5297 -2.2501 2.1211 0.209
Cl -1.1159 -3.5650 0.2806 0.235
H 1.8471 -0.4340 -0.6102 0.217
H 0.7926 0.2853 -1.8270 0.212
H 1.6857 1.3274 -0.7056 0.207
H -1.8260 1.4214 0.6236 0.220
H -1.3540 1.4608 -1.0755 0.212
H -0.4581 2.4373 0.1137 0.214
H 0.3678 0.4070 1.2162 0.157

=====

Entry 5:
62
Properties=species:S:1:pos:R:3:nbo_charge:R:1 method="wB97M-V/def2-TZVPD" s_squared=0.8169 e_tot_ha=-3626.9771 orbital_gap_ev="8.450 / 7.776" spin_multiplicity=2 e_lumo_ev="-0.363 / -0.461" charge=0
Mn 0.4928 -1.4672 -0.6430 0.800
N 0.6825 -3.3844 -1.4886 -0.831
C 1.3502 -3.2082 -2.7914 -0.337
C 2.2525 -1.9735 -2.7160 0.760
O 3.4106 -2.0305 -3.1096 -0.661
O 1.7073 -0.9488 -2.1522 -0.773
H 1.2495 -3.9518 -0.8662 0.400
H -0.2111 -3.8540 -1.5841 0.398
H 0.5878 -3.0141 -3.5477 0.215
H 1.9343 -4.0761 -3.0917 0.214
O 3.1800 -2.6607 -0.0944 -0.582
N 2.3005 -1.6589 0.3751 -0.134
C 2.6660 -1.2770 1.5301 0.136
C 2.0865 -0.2108 2.3601 -0.011
C 2.7110 -0.0585 3.6005 -0.178
C 2.3532 0.9554 4.4702 -0.199
C 1.3697 1.8566 4.0962 -0.186
C 0.7469 1.7188 2.8655 -0.175
C 1.0761 0.6885 1.9909 -0.330
P 0.1873 0.5667 0.3933 1.052
C 0.6337 2.1382 -0.4128 -0.385
C 1.6891 2.1010 -1.3222 -0.133
C 2.1302 3.2719 -1.9247 -0.224
C 1.5182 4.4804 -1.6310 -0.196
C 0.4599 4.5217 -0.7315 -0.204
C 0.0201 3.3571 -0.1232 -0.196
C -1.5580 0.7697 0.8859 -0.356
C -2.4681 1.3167 -0.0203 -0.218
C -3.8199 1.3561 0.2809 -0.211
C -4.2817 0.8330 1.4819 -0.222
C -3.3861 0.2697 2.3774 -0.146
C -2.0303 0.2406 2.0837 -0.214
H 3.4908 -2.3354 -0.9605 0.500
H 3.5494 -1.7598 1.9401 0.208
H 3.4942 -0.7516 3.8818 0.216
H 2.8473 1.0454 5.4282 0.222
H 1.0857 2.6644 4.7578 0.221
H -0.0263 2.4221 2.5838 0.223
H 2.1467 1.1507 -1.5750 0.244
H 2.9499 3.2331 -2.6304 0.220
H 1.8593 5.3915 -2.1056 0.216
H -0.0237 5.4631 -0.5044 0.214
H -0.8105 3.3986 0.5699 0.218
H -2.1204 1.7094 -0.9694 0.228
H -4.5142 1.7916 -0.4270 0.214
H -5.3386 0.8580 1.7141 0.216
H -3.7395 -0.1647 3.3030 0.216
H -1.3449 -0.2224 2.7811 0.236
O -2.0312 -3.0957 2.4783 -0.806
Cl -1.1382 -3.2882 1.3872 2.564
O -0.5844 -4.6037 1.3823 -0.820
O -1.8151 -3.0461 0.1176 -0.899
O -0.0358 -2.3059 1.4668 -0.873
N -2.3857 -1.1821 -1.8729 -0.315
C -3.0919 -0.5885 -2.8451 -0.025
C -2.1973 0.1063 -3.6292 -0.336
C -0.9489 -0.1281 -3.0362 -0.026
N -1.0781 -0.9103 -1.9693 -0.323
H -2.7010 -1.7226 -1.0781 0.455
H -4.1602 -0.7048 -2.9080 0.229
H -2.4103 0.6912 -4.5059 0.237
H 0.0322 0.2169 -3.3161 0.250

=====

Entry 6:
66
Properties=species:S:1:pos:R:3:nbo_charge:R:1 method="wB97M-V/def2-TZVPD" e_tot_ha=-1537.3835 orbital_gap_ev=6.559 e_lumo_ev=2.250 charge=-1
C 5.3658 -5.0702 2.5556 -0.613
C 4.1549 -4.7288 1.6896 -0.215
N 4.2685 -3.5222 0.8658 -0.921
Nb 2.7573 -2.2026 0.5923 1.571
C 3.9521 -0.2783 0.2784 -0.948
C 5.3713 -0.2256 0.8647 -0.397
C 5.4350 -0.6607 2.3373 -0.693
S 4.7195 0.4709 3.5108 2.365
O 5.7589 1.2153 4.1664 -0.953
O 3.5843 1.1424 2.9453 -0.941
O 4.1706 -0.5412 4.6269 -0.903
C 0.7823 -1.1996 0.7780 -0.606
N 0.0293 -0.9779 2.0094 -0.630
C -0.4466 -2.2366 2.5605 -0.414
H 5.1871 -5.9838 3.1291 0.196
H 5.5634 -4.2530 3.2569 0.205
H 6.2816 -5.2112 1.9696 0.189
H 3.8381 -5.5980 1.0991 0.175
H 3.3275 -4.5391 2.3803 0.202
H 4.5513 -3.7906 -0.0784 0.375
H 2.5874 -2.3511 -1.2804 -0.396
H 1.6278 -3.6837 0.4948 -0.328
H 2.6689 -2.1301 2.4899 -0.457
H 4.0286 -0.1185 -0.8075 0.224
H 3.3495 0.5503 0.6644 0.234
H 6.0113 -0.9447 0.3393 0.205
H 5.8564 0.7534 0.7414 0.189
H 4.8687 -1.5885 2.4341 0.277
H 6.4498 -0.8013 2.7171 0.235
H 3.2764 -0.8091 4.3589 0.524
H 1.1268 -0.2246 0.3888 0.199
H 0.1460 -1.6749 0.0085 0.185
H -0.7731 -0.3835 1.8273 0.327
H 0.4262 -2.8056 2.8913 0.213
H -0.9750 -2.8634 1.8211 0.155
H -1.1078 -2.0528 3.4129 0.173
C -2.3233 -0.3808 -4.9405 -0.645
C -2.7461 -1.3847 -3.8786 -0.060
O -2.0539 -1.2553 -2.6551 -0.525
C -2.2026 -0.0107 -1.9875 -0.068
C -3.6339 0.3057 -1.5927 -0.649
H -1.2402 -0.4027 -5.0692 0.217
H -2.7914 -0.6390 -5.8928 0.205
H -2.6239 0.6367 -4.6883 0.201
H -2.5212 -2.3982 -4.2126 0.185
H -3.8317 -1.3245 -3.7254 0.150
H -1.7908 0.8045 -2.5945 0.155
H -1.5698 -0.1035 -1.1047 0.204
H -4.2703 0.4999 -2.4583 0.192
H -3.6486 1.2074 -0.9778 0.227
H -4.0621 -0.5207 -1.0227 0.208
C -4.2673 5.8006 0.2866 -0.645
C -3.8444 5.0617 -0.9712 -0.065
O -4.5475 3.8497 -1.1920 -0.534
C -5.9482 3.9678 -1.3599 -0.064
C -6.3585 4.8064 -2.5589 -0.645
H -4.2225 5.1362 1.1504 0.217
H -3.5854 6.6347 0.4612 0.216
H -5.2755 6.2094 0.2097 0.198
H -2.8008 4.7577 -0.8962 0.195
H -3.9308 5.7222 -1.8423 0.156
H -6.4171 4.3617 -0.4502 0.157
H -6.2926 2.9406 -1.4831 0.189
H -6.1208 5.8625 -2.4268 0.201
H -7.4374 4.7269 -2.7048 0.212
H -5.8619 4.4469 -3.4613 0.213